Here is the molecule H2O5SSi in a non-equilibrium geometry from OMol25. Energies are from the ωB97M-V functional and the def2-TZVPD basis.

Each atom is followed by the atoms it is bonded to, with distances in Å.
CARTESIAN COORDINATES (ANGSTROEM)
1 O -3.430 -1.320 0.335  S7 1.428
2 O -3.864 1.103 -0.168  S7 1.413
3 O 0.029 -1.297 -0.108  Si6 1.544, H8 0.951
4 O -1.959 -0.036 -1.242  Si6 1.642, S7 1.631
5 O -1.868 0.328 1.052  Si6 1.675, S7 1.566
6 Si -0.735 0.044 -0.149  O3 1.544, O4 1.642, O5 1.675, S7 2.267, H9 1.432
7 S -2.996 0.002 0.016  O1 1.428, O2 1.413, O4 1.631, O5 1.566, Si6 2.267
8 H 0.184 -1.765 -0.922  O3 0.951
9 H 0.039 1.248 -0.098  Si6 1.432

Results
LUMO energy (eV): 0.151
Largest force on an atom (eV/Å): 2.8

***

Here is the molecule H2OP2 in a non-equilibrium geometry from OMol25. Energies are from the ωB97M-V functional and the def2-TZVPD basis.

Each atom is followed by the atoms it is bonded to, with distances in Å.
CARTESIAN COORDINATES (ANGSTROEM)
1 O -2.238 -0.248 0.154  P3 1.506
2 P 1.406 1.488 -0.101  P3 2.632, H4 1.364
3 P -0.763 -0.001 -0.027  O1 1.506, P2 2.632, H5 1.578
4 H 1.648 0.151 -0.229  P2 1.364
5 H -0.053 -1.391 0.204  P3 1.578

Results
LUMO energy (alpha / beta) (eV): -1.897 / -1.898
Largest force on an atom (eV/Å): 3.1

***

Here is a 2-piece molecular cluster, H2S2 overall in a non-equilibrium geometry from OMol25. Energies are from the ωB97M-V functional and the def2-TZVPD basis.

Each atom is followed by the atoms it is bonded to, with distances in Å.
CARTESIAN COORDINATES (ANGSTROEM)
1 S -1.480 0.032 -0.636  H3 1.262
2 S 1.463 0.029 -0.631  H4 1.393
3 H -1.097 0.112 0.565  S1 1.262
4 H 1.114 -0.173 0.702  S2 1.393

Results
LUMO energy (eV): -3.150
Largest force on an atom (eV/Å): 3.5

***

What did we get for ΔE to the lowest compared entry with this formula, charge and spin? Answer: 1.4, 225.2, 254.0 kJ/mol, in the order shown.